{"formula": "C36H34N4O2S4V", "method": "ωB97M-V/def2-TZVPD", "s_squared": 2.02, "e_homo_ev": [-4.06, -4.15], "multiplicity": 3, "total_charge": -1, "gap_ev": [6.434, 6.524], "lumo_ha": [0.087, 0.087], "energy_ev": -116971.3918, "symbols": ["V", "C", "N", "C", "C", "N", "C", "C", "C", "C", "C", "C", "C", "S", "C", "C", "C", "C", "C", "C", "S", "H", "H", "H", "H", "H", "H", "H", "H", "H", "H", "H", "H", "H", "H", "H", "H", "H", "H", "O", "C", "C", "C", "C", "C", "C", "C", "O", "N", "N", "C", "S", "C", "C", "S", "H", "H", "H", "H", "H", "H", "H", "H", "H", "C", "C", "C", "C", "C", "C", "C", "C", "C", "C", "H", "H", "H", "H", "H", "H", "H"], "positions_angstrom": [[-0.233, -0.127, 0.486], [2.030, -1.951, 1.811], [1.793, -0.490, 1.610], [2.941, 0.104, 0.847], [3.191, -0.508, -0.531], [2.535, 0.230, -1.603], [3.217, 1.476, -1.878], [2.107, -0.518, -2.731], [2.600, -0.212, -4.004], [2.175, -0.889, -5.139], [1.245, -1.907, -5.011], [0.746, -2.217, -3.752], [1.141, -1.544, -2.592], [0.370, -2.006, -1.073], [1.775, 0.159, 2.944], [2.842, -0.077, 3.813], [2.888, 0.479, 5.078], [1.838, 1.298, 5.485], [0.786, 1.541, 4.625], [0.724, 0.987, 3.333], [-0.654, 1.358, 2.306], [3.091, -2.138, 2.004], [1.713, -2.497, 0.930], [1.433, -2.280, 2.654], [3.841, -0.003, 1.457], [2.748, 1.171, 0.747], [2.853, -1.540, -0.555], [4.279, -0.517, -0.703], [4.228, 1.322, -2.294], [3.321, 2.045, -0.955], [2.635, 2.088, -2.567], [3.329, 0.577, -4.118], [2.573, -0.616, -6.109], [0.895, -2.449, -5.882], [-0.008, -2.988, -3.641], [3.653, -0.719, 3.495], [3.726, 0.275, 5.734], [1.842, 1.744, 6.474], [-0.037, 2.175, 4.934], [-0.459, -3.712, 3.085], [-1.807, -3.902, 3.086], [-2.364, -4.900, 3.893], [-3.725, -5.129, 3.903], [-4.556, -4.359, 3.100], [-4.000, -3.366, 2.313], [-2.627, -3.110, 2.282], [-2.126, -1.981, 1.421], [-0.876, -1.638, 1.437], [-3.033, -1.328, 0.774], [-2.459, -0.127, 0.262], [-3.339, 0.617, -0.273], [-3.051, 2.312, -0.577], [-4.569, 2.622, -1.508], [-5.166, 1.288, -1.932], [-4.991, 0.066, -0.609], [-0.070, -4.342, 3.701], [-1.704, -5.498, 4.514], [-4.134, -5.906, 4.538], [-5.626, -4.523, 3.094], [-4.627, -2.745, 1.688], [-4.296, 3.206, -2.386], [-5.254, 3.196, -0.885], [-4.638, 0.917, -2.810], [-6.227, 1.376, -2.167], [1.367, 5.024, -1.638], [1.503, 4.292, -0.434], [0.958, 3.045, -0.321], [0.238, 2.413, -1.377], [-0.322, 1.080, -1.247], [-0.975, 0.626, -2.377], [-1.119, 1.366, -3.572], [-0.594, 2.619, -3.680], [0.106, 3.169, -2.578], [0.681, 4.468, -2.677], [1.796, 6.016, -1.729], [2.034, 4.723, 0.407], [1.052, 2.526, 0.625], [-1.421, -0.362, -2.353], [-1.631, 0.914, -4.416], [-0.678, 3.194, -4.597], [0.558, 5.012, -3.609]]}

{"formula": "C36H34N5O10STi", "method": "ωB97M-V/def2-TZVPD", "s_squared": 0.77, "e_homo_ev": [-7.38, -8.28], "multiplicity": 2, "gap_ev": [6.582, 7.430], "lumo_ha": [-0.029, -0.031], "energy_ev": -99754.2188, "symbols": ["Ti", "C", "C", "N", "C", "C", "S", "C", "C", "N", "H", "H", "H", "H", "H", "H", "H", "H", "H", "H", "H", "H", "H", "H", "O", "C", "C", "O", "O", "C", "C", "C", "C", "C", "C", "C", "C", "C", "C", "C", "C", "H", "H", "H", "H", "H", "H", "H", "H", "H", "H", "H", "C", "C", "C", "C", "C", "C", "C", "C", "C", "C", "H", "H", "H", "H", "H", "H", "H", "O", "N", "O", "C", "C", "C", "C", "O", "C", "C", "N", "O", "O", "N", "O", "O", "H", "H"], "positions_angstrom": [[0.646, 0.035, -0.050], [1.178, 3.572, 1.867], [2.376, 2.661, 1.600], [2.003, 1.239, 1.599], [1.834, 0.656, 2.942], [0.481, 0.916, 3.613], [-0.943, 0.877, 2.467], [-1.643, 2.555, 2.586], [-1.236, 3.507, 1.448], [0.100, 3.231, 0.959], [1.502, 4.616, 1.776], [0.836, 3.436, 2.893], [3.152, 2.851, 2.350], [2.783, 2.896, 0.616], [2.786, 0.742, 1.181], [2.619, 1.020, 3.617], [1.969, -0.417, 2.830], [0.459, 1.858, 4.157], [0.296, 0.119, 4.332], [-1.397, 2.950, 3.571], [-2.720, 2.395, 2.555], [-1.355, 4.539, 1.807], [-1.922, 3.375, 0.608], [0.246, 3.678, 0.063], [-0.177, -1.696, 1.775], [0.368, -2.924, 1.262], [1.504, -2.472, 0.291], [2.014, -3.228, -0.486], [1.864, -1.215, 0.496], [1.101, -3.701, 2.351], [1.603, -4.968, 2.054], [2.354, -5.655, 2.992], [2.617, -5.088, 4.233], [2.108, -3.836, 4.535], [1.353, -3.144, 3.596], [-0.748, -3.728, 0.621], [-1.553, -4.530, 1.427], [-2.660, -5.170, 0.891], [-2.975, -5.011, -0.451], [-2.177, -4.213, -1.257], [-1.069, -3.573, -0.723], [-1.108, -1.837, 1.994], [1.418, -5.400, 1.080], [2.742, -6.637, 2.754], [3.218, -5.620, 4.959], [2.297, -3.390, 5.503], [0.945, -2.169, 3.832], [-1.311, -4.657, 2.475], [-3.279, -5.792, 1.524], [-3.838, -5.512, -0.869], [-2.417, -4.085, -2.305], [-0.427, -2.976, -1.355], [0.198, 4.552, -3.740], [-0.649, 3.953, -2.786], [-0.185, 2.944, -1.989], [1.145, 2.452, -2.091], [1.645, 1.389, -1.271], [2.954, 0.997, -1.474], [3.795, 1.613, -2.420], [3.323, 2.627, -3.200], [1.991, 3.073, -3.054], [1.488, 4.124, -3.859], [-0.180, 5.347, -4.369], [-1.670, 4.301, -2.683], [-0.841, 2.516, -1.247], [3.363, 0.153, -0.927], [4.811, 1.255, -2.531], [3.949, 3.091, -3.953], [2.158, 4.587, -4.574], [-4.914, 1.739, -5.029], [-3.820, 1.210, -5.112], [-3.243, 0.972, -6.155], [-3.155, 0.832, -3.866], [-3.811, 1.032, -2.672], [-3.161, 0.714, -1.486], [-1.823, 0.258, -1.470], [-1.111, 0.234, -0.367], [-1.225, -0.016, -2.737], [-1.881, 0.298, -3.921], [0.065, -0.512, -2.796], [0.697, -0.612, -3.863], [0.631, -0.938, -1.658], [-3.854, 0.993, -0.245], [-4.771, 1.796, -0.284], [-3.554, 0.365, 0.753], [-4.812, 1.434, -2.651], [-1.367, 0.146, -4.857]]}

{"formula": "C36H35AuIN4O2S3Si2", "method": "ωB97M-V/def2-TZVPD", "s_squared": 2.06, "e_homo_ev": [-3.97, -5.49], "multiplicity": 3, "total_charge": -1, "gap_ev": [6.075, 5.267], "lumo_ha": [0.077, -0.008], "energy_ev": -108013.1657, "symbols": ["Au", "C", "C", "C", "C", "C", "C", "N", "N", "Si", "C", "C", "C", "H", "H", "H", "H", "H", "H", "H", "H", "H", "H", "H", "H", "H", "H", "H", "C", "C", "C", "C", "C", "C", "Si", "C", "C", "C", "C", "C", "C", "H", "H", "H", "H", "H", "H", "H", "H", "H", "H", "H", "S", "C", "S", "C", "N", "N", "C", "C", "C", "C", "C", "C", "S", "H", "H", "H", "H", "H", "I", "C", "C", "C", "C", "C", "C", "C", "O", "O", "H", "H", "H", "H"], "positions_angstrom": [[-0.501, -0.390, -0.129], [-1.500, 0.635, 3.182], [-0.047, 0.273, 3.169], [0.739, 0.439, 4.340], [2.072, 0.079, 4.336], [2.622, -0.431, 3.179], [1.817, -0.532, 2.007], [0.474, -0.194, 2.057], [2.306, -0.835, 0.831], [3.712, -1.705, 0.295], [3.391, -2.360, -1.412], [4.152, -3.117, 1.437], [5.142, -0.500, 0.160], [-1.984, 0.242, 4.081], [-1.996, 0.260, 2.293], [-1.595, 1.725, 3.168], [0.277, 0.831, 5.237], [2.674, 0.197, 5.228], [3.670, -0.694, 3.117], [2.489, -2.982, -1.449], [4.247, -2.961, -1.739], [3.259, -1.531, -2.113], [3.283, -3.771, 1.566], [4.464, -2.775, 2.427], [4.965, -3.711, 1.012], [4.910, 0.269, -0.583], [6.036, -1.035, -0.179], [5.378, 0.001, 1.103], [-2.905, -3.495, -4.783], [-1.541, -3.309, -4.964], [-0.874, -2.313, -4.256], [-1.557, -1.479, -3.366], [-2.925, -1.699, -3.184], [-3.594, -2.694, -3.880], [-0.677, -0.064, -2.481], [-1.507, 1.505, -3.139], [-1.171, 1.913, -4.435], [-1.712, 3.064, -4.993], [-2.615, 3.828, -4.264], [-2.986, 3.422, -2.990], [-2.435, 2.274, -2.432], [-3.427, -4.271, -5.329], [-0.995, -3.937, -5.662], [0.193, -2.175, -4.403], [-3.478, -1.078, -2.484], [-4.656, -2.850, -3.720], [0.684, -0.024, -3.100], [-0.471, 1.319, -5.017], [-1.426, 3.366, -5.994], [-3.022, 4.739, -4.689], [-3.702, 4.005, -2.423], [-2.710, 1.980, -1.427], [-5.830, -4.493, 0.196], [-4.211, -4.308, -0.140], [-3.261, -3.133, 0.708], [-1.823, -3.582, -0.186], [-2.056, -4.511, -1.047], [-3.379, -4.934, -1.019], [-3.679, -5.989, -1.948], [-4.894, -6.669, -1.954], [-5.116, -7.679, -2.884], [-4.144, -8.033, -3.803], [-2.928, -7.363, -3.781], [-2.691, -6.350, -2.869], [-0.278, -2.881, 0.113], [-5.659, -6.419, -1.240], [-6.072, -8.188, -2.878], [-4.327, -8.822, -4.523], [-2.147, -7.625, -4.486], [-1.749, -5.826, -2.863], [3.734, 4.418, -3.866], [2.315, 3.843, -2.429], [2.402, 2.587, -1.855], [1.469, 2.221, -0.890], [0.474, 3.103, -0.492], [0.410, 4.361, -1.084], [1.320, 4.737, -2.061], [-0.538, 2.758, 0.583], [-0.600, 3.498, 1.569], [-1.251, 1.716, 0.378], [3.177, 1.894, -2.155], [1.527, 1.226, -0.455], [-0.367, 5.048, -0.776], [1.255, 5.712, -2.523]]}